Computed, not measured: a cluster of 2 separate species, C3H9NO2S in total, with ωB97M-V/def2-TZVPD.

Calculated values
**E_HOMO**: -0.0120 Ha
**Total charge**: -2
**Total energy**: -723.06345 a.u.
**E_LUMO**: 5.818 eV
**HOMO-LUMO gap**: 6.144 eV

Positions of all 16 atoms, in Å:
C  0.3856  -0.3619  0.2220
O  1.4659  0.5068  0.5707
C  -0.6633  0.4824  -0.4837
C  -1.8269  -0.3469  -1.0815
S  -3.2347  -0.6990  0.0145
N  -1.1480  1.5628  0.3590
H  0.7453  -1.1697  -0.4168
H  -0.0552  -0.7989  1.1321
H  -0.1257  0.9716  -1.3023
H  -1.3657  -1.2986  -1.3699
H  -2.1506  0.1927  -1.9841
H  -1.9447  1.2397  0.8967
H  -0.4195  1.8717  0.9859
H  2.2325  -0.0109  0.8743
H  3.7351  -0.9086  0.4644
O  4.3699  -1.2331  1.1186